(1)
Entry from the Open Molecules 2025 dataset: 5 unconnected molecules or ions with the total composition C49H69BIN4O10S2 (ωB97M-V with the def2-TZVPD basis set).

The geometry in XYZ format:
```
136
Properties=species:S:1:pos:R:3:forces:R:3
C -7.9260 3.1823 0.2173 0.0 0.0 0.0
H -2.6645 -2.8344 -1.8017 0.1 0.1 -0.4
C 9.5503 0.9431 2.3849 0.0 0.0 0.0
H -3.7355 0.3930 3.7533 -0.3 0.1 0.2
H -4.3430 1.6178 -1.3866 -0.1 -0.3 0.2
H 1.9371 -1.1662 5.2766 0.2 -0.1 0.0
C 1.1286 -7.5854 -1.0470 0.0 0.0 0.0
H -3.0863 3.7397 -2.9676 0.2 0.2 0.0
O -10.6664 6.1580 0.7320 0.0 0.0 0.0
N 1.6010 3.3800 2.9837 -0.3 0.0 -1.2
C -9.3771 2.9219 0.0651 0.0 0.0 0.0
H -4.0467 -3.2260 1.6539 0.0 -0.2 0.1
H 1.8661 3.0521 0.3467 0.0 0.2 0.0
C -3.0988 1.6539 -3.4996 0.0 0.7 0.2
C 7.3305 -6.5236 -2.6258 0.0 0.1 0.0
O -7.1062 2.2978 0.0649 -0.1 0.0 0.0
O 3.4702 0.0161 -0.3850 -0.6 0.3 0.0
O 10.4169 0.9499 1.5420 0.0 0.0 0.0
H 0.5032 -3.7602 -0.3111 -0.1 0.0 0.0
H -0.8480 -7.9090 -0.3554 0.0 0.0 0.0
O -1.4104 -5.4254 0.1748 0.1 -0.1 0.2
H 3.5163 0.9617 -0.5743 0.3 -0.1 -0.2
H -8.1134 6.5473 0.9812 0.0 0.0 0.0
C 6.4333 -4.2555 -2.3739 0.0 0.0 0.0
H 3.2170 3.8938 0.8101 0.1 0.0 -0.2
H -4.8447 3.2764 -1.5203 -0.1 0.2 0.1
C 2.8778 1.2273 4.1085 -0.5 0.2 0.2
H -2.7306 0.5852 1.0171 0.2 -0.3 -0.1
H -1.3823 4.6771 3.5717 -0.1 0.3 0.1
H 4.7437 0.3642 2.6118 0.0 0.1 0.3
C -1.9957 1.6103 -4.5602 -0.7 -0.3 0.3
H -3.1836 0.7038 -2.9753 0.1 -0.2 0.0
H -2.4812 -1.4303 2.3629 0.2 -0.1 0.0
C 2.2013 -6.5955 -1.3155 0.0 0.1 0.0
H -4.0509 1.8492 -3.9950 -0.2 -0.4 -0.1
H 3.5630 0.4326 4.3695 0.2 -0.2 -0.4
C 7.8112 -3.7063 -2.4185 0.0 0.0 0.0
H 1.3603 -8.6186 -1.2714 0.0 0.0 0.0
H -1.0442 1.8291 -4.0805 0.3 0.1 -0.1
H -5.0551 -3.7023 -0.2254 -0.4 -0.1 -0.1
C 0.9010 4.5565 2.4149 -0.6 -0.1 0.1
H -4.7516 2.6833 1.7812 -0.1 0.1 0.0
H -11.3361 3.7253 0.1289 0.0 0.0 0.0
C -4.2394 2.0477 1.0694 0.8 -1.1 0.6
C 4.0894 0.8853 1.9166 0.1 -0.5 0.4
C -9.8535 5.2751 0.5798 0.0 0.0 0.0
C -7.5050 4.5626 0.5611 0.0 0.0 0.0
N -3.5088 2.8478 0.0501 -1.3 1.0 0.1
C 8.7099 -5.9776 -2.6691 0.0 0.0 0.0
O 6.6002 0.9265 5.2118 -0.2 0.0 -0.1
C -3.9842 2.6376 -1.3340 0.2 -0.6 -0.7
C -3.9796 0.0915 2.7384 0.7 0.4 -0.4
H -1.9567 2.7513 -2.0241 0.2 0.1 0.0
S -3.1891 4.6041 2.1199 -0.1 0.6 0.1
H -3.7381 -4.1119 -2.4486 0.2 0.0 -0.2
C 0.7546 -0.7677 -6.5506 -0.2 0.1 -0.1
H 8.1112 -1.1362 4.7455 0.0 0.0 0.0
C -3.3631 4.1639 0.3704 0.7 0.0 0.3
C -1.9495 0.2559 -5.2830 -0.1 0.8 -0.3
H -1.1262 -1.7177 -6.9402 -0.3 -0.1 -0.3
H -2.2208 2.3764 -5.2978 0.2 0.3 0.0
N 3.0912 1.6397 2.7177 0.3 -0.2 -0.3
H -5.0524 0.1830 2.5865 -0.2 -0.1 0.2
H -0.6305 4.7612 0.8338 -0.1 0.4 0.1
H -1.6622 3.0382 3.0653 0.2 0.0 0.1
H -0.8513 1.2838 -6.7858 0.0 0.2 -0.3
C -4.5966 -2.9399 -0.8507 0.6 0.1 0.5
H 3.1459 2.0761 4.7383 0.0 0.2 0.1
C 8.3226 -0.2687 4.1332 0.0 0.0 0.0
H 9.9077 -1.1241 3.0181 0.0 0.0 0.0
H -2.9591 -0.1454 -5.2698 -0.1 -0.4 0.1
C -1.4838 0.3990 -6.7372 0.4 -0.3 0.2
H 9.8806 -4.1256 -2.5924 0.0 0.0 0.0
O 3.2776 -6.9282 -1.7618 0.0 -0.2 0.0
C 0.7381 -4.7939 -0.5317 0.1 0.0 0.0
C -8.3977 5.5334 0.7304 0.0 0.0 0.0
C 6.2744 -5.7253 -2.4896 0.0 0.0 0.0
H 0.6258 5.1487 3.2790 0.1 0.3 0.1
H 1.5477 -0.5879 -7.2711 0.1 0.0 -0.1
H -3.7285 -1.8551 3.5327 0.3 -0.1 0.2
H -3.1055 -1.5611 -0.0989 0.2 0.0 0.0
O 2.9462 -1.3988 1.4179 -0.3 0.6 0.5
H -5.4054 -2.1206 1.7896 -0.2 -0.1 0.2
H 2.1035 -1.5627 0.9747 0.3 -0.5 -0.2
O 5.4715 -3.5239 -2.2443 0.0 0.0 0.1
C 1.5097 -0.2337 5.6290 -0.2 0.0 0.1
C -3.2769 1.1048 1.8008 -0.3 0.0 -0.3
C -0.6432 -0.7838 -7.2149 0.6 0.2 0.5
C -0.3362 -5.7813 -0.2624 0.0 0.1 0.0
H -4.7243 -0.9173 -0.1567 0.0 0.3 0.2
C -0.4054 4.1450 1.6989 0.4 -0.4 0.3
H -5.3337 -2.5744 -1.5573 -0.1 0.0 -0.1
H 2.0804 0.1606 6.4684 0.2 -0.1 0.1
H -1.2842 -0.4019 -4.7386 0.0 -0.4 0.2
C 7.7510 2.1344 3.5556 0.0 0.0 -0.1
H -2.5373 1.7003 2.3353 -0.1 -0.2 0.0
C -4.1491 -1.8047 0.0999 -0.4 -0.1 -0.5
H 8.9199 3.0119 2.0205 0.0 0.0 0.0
B 3.4532 -0.2206 0.9554 0.2 0.1 -0.7
H -9.6596 1.9080 -0.1878 0.0 0.0 0.0
C -3.4067 -3.5859 -1.5578 -0.3 -0.2 0.1
H 7.1273 2.9979 3.7528 0.0 0.0 0.1
H 0.9516 1.6765 4.9472 -0.3 0.1 -0.1
C 8.7075 2.1435 2.6313 -0.1 0.0 0.0
C -10.2717 3.8917 0.2340 0.0 0.0 0.0
H -4.9959 1.4278 0.6152 -0.1 0.1 -0.6
C 1.4508 0.8090 4.5343 0.2 -0.1 0.1
H -0.5024 -0.7236 -8.2876 -0.2 -0.2 -0.2
H 7.2374 -7.5986 -2.7112 0.0 0.0 0.0
I 0.1349 0.1050 2.9778 0.1 0.1 0.0
H 0.8718 2.7723 3.3506 0.4 -0.1 0.6
H -2.3349 0.5483 -7.3954 -0.2 0.1 -0.1
C 7.4821 0.9282 4.3765 0.1 0.0 0.0
C 9.2817 -0.2624 3.2110 0.0 0.0 0.0
H -0.2665 3.1277 1.3265 0.0 0.0 -0.4
C -2.9502 2.7860 -2.4721 -0.1 -0.4 0.4
C -3.5487 -1.3724 2.5726 -0.7 0.1 0.2
C -1.5574 4.0582 2.6983 -0.3 -0.5 -0.3
C -4.3441 -2.1830 1.5567 0.5 0.2 -0.2
H 4.7316 1.5675 1.3797 -0.1 0.3 -0.1
C 1.9158 -5.1686 -1.0210 0.0 0.1 0.0
H 2.7144 -4.4655 -1.2297 0.0 0.0 0.0
H -2.9182 -4.3078 -0.9085 0.0 0.0 0.0
H 0.9905 -1.6958 -6.0378 0.0 -0.1 0.1
N 2.7395 2.9995 0.8626 0.1 0.0 0.4
O 9.6736 -6.7003 -2.7910 0.0 0.0 0.0
H 0.8083 0.0495 -5.8347 0.1 0.0 0.2
H -6.4391 4.7310 0.6620 0.0 0.0 0.0
H 5.2601 -6.1012 -2.4550 0.0 0.0 0.0
H 7.9025 -2.6308 -2.3338 0.0 0.0 0.0
C 2.4677 2.6673 2.2040 -0.1 -0.1 0.4
C 8.8666 -4.5033 -2.5563 0.0 0.0 0.0
H 1.5484 5.1854 1.8180 0.3 -0.2 -0.2
C -0.0496 -7.2068 -0.5579 0.0 0.0 0.0
H 0.5124 -0.4439 5.9990 -0.2 0.0 0.0
S -3.4170 5.4239 -0.6686 0.0 0.1 -0.1
```
Positions in Å, forces in eV/Å.

Summary:
- HOMO level (eV) = -10.1
- total charge = +1

Atom charges from the Löwdin analysis, given in e for atoms 1 to 6:
1 C -0.367
2 H 0.061
3 C -0.382
4 H 0.103
5 H 0.106
6 H 0.085

---

(2)
Entry from the Open Molecules 2025 dataset: a molecular structure, C2H2LiO2Yb (ωB97M-V with the def2-TZVPD basis set).

The geometry in XYZ format:
```
8
Properties=species:S:1:pos:R:3:forces:R:3
Yb 0.8669 2.1238 -0.0759 -0.4 -1.4 0.0
H 2.1865 -1.1519 -1.1768 -2.1 2.1 1.4
H 0.6178 -1.8019 0.7885 -0.1 0.5 0.0
C 0.3654 -0.8274 0.3642 -2.4 -0.7 1.1
O 1.2505 -0.1781 -0.3720 3.4 -0.7 -2.1
Li -3.1403 1.2004 -0.0979 0.1 -0.3 0.1
C -0.8983 -0.2593 0.4861 2.1 -1.7 0.1
O -1.2486 0.8943 0.0839 -0.5 2.2 -0.6
```
Positions in Å, forces in eV/Å.

Summary:
- HOMO level (spin up / spin down) (eV) = -15.9 / -15.3
- spin multiplicity = 2
- total charge = +2

Atom charges from the natural (NBO) analysis, given in e for atoms 1 to 6:
1 Yb 1.899
2 H 0.426
3 H 0.235
4 C -0.074
5 O -0.836
6 Li 0.987

---

(3)
Entry from the Open Molecules 2025 dataset: a molecular structure, C16H10AsCeCl2N3O4S4 (ωB97M-V with the def2-TZVPD basis set).

The geometry in XYZ format:
```
41
Properties=species:S:1:pos:R:3:forces:R:3
C -0.5120 1.2249 1.6363 -0.2 0.0 -0.1
H 1.2413 2.9711 4.5537 0.0 0.0 0.0
H -1.0689 0.6679 0.9012 0.1 0.2 -0.2
C 4.2988 -1.7489 -0.5977 -0.2 -0.6 0.1
Ce -1.6877 -1.8557 0.0615 -0.4 0.2 0.6
O 4.3077 -2.6052 -1.6159 -0.3 0.3 -0.1
C 0.7398 2.4982 3.7203 0.1 0.0 0.0
Cl 4.0498 0.7893 1.4012 0.0 0.0 0.0
O -0.2216 -2.8476 -1.1757 1.4 0.3 -0.1
C 1.4534 1.5868 2.9524 -0.1 0.0 0.1
C -1.0435 -0.5367 -3.0928 0.0 0.1 0.0
H -1.1311 3.4914 4.0622 0.0 0.0 0.0
H -0.7871 -1.5853 -3.1767 0.0 0.0 0.0
O 5.3048 -1.4447 -0.0227 0.1 0.2 0.0
N 1.5003 0.0090 1.0175 -0.2 0.2 0.2
C -1.2219 2.1243 2.4089 0.1 0.0 0.1
C 1.0905 -2.6127 -1.3341 -1.5 -0.5 -0.2
N -1.4890 -0.0934 -1.9130 -0.1 -0.2 0.1
S -3.5770 -3.5910 0.7297 0.3 0.3 -0.2
N 0.7666 -0.8456 0.2689 0.2 -0.1 0.3
S -4.9747 -1.9301 3.6955 -0.2 0.0 0.2
Cl -0.3170 -0.3414 -5.6714 0.0 0.0 0.0
C -0.5869 2.7877 3.4476 0.0 0.0 0.0
H -1.1208 2.3088 -4.9028 0.0 0.0 0.0
C -0.9017 0.3044 -4.1830 0.0 -0.1 0.0
C 2.9639 -1.2355 -0.1267 0.2 0.3 -0.1
S -3.7206 -0.2140 0.7225 0.3 -0.2 -0.1
As -3.6151 -1.8970 2.1869 -0.4 -0.1 0.3
H 2.4649 1.3641 3.2321 0.1 -0.1 0.0
C -1.6929 2.0922 -2.8357 0.0 0.0 0.1
H -2.1948 1.5126 -0.8246 0.0 0.0 0.0
H -2.2762 2.2612 2.2088 0.0 0.0 0.0
O 1.7448 -3.1661 -2.1870 0.3 0.2 0.1
H -1.9661 3.1276 -2.6907 0.0 0.0 0.0
H 3.3994 -2.7703 -1.9747 0.2 -0.1 0.1
C -1.2276 1.6425 -4.0577 0.0 0.0 -0.1
S -1.4602 -1.8348 2.7148 0.0 0.0 -0.5
C -1.8163 1.1974 -1.7876 0.0 0.0 -0.1
C 0.8251 0.9735 1.8777 0.3 -0.3 -0.3
C 1.6365 -1.5831 -0.4081 0.0 -0.2 -0.2
C 2.8231 -0.1957 0.7789 -0.1 0.2 0.1
```
Positions in Å, forces in eV/Å.

Summary:
- HOMO level (spin up / spin down) (eV) = -8.6 / -8.6

Atom charges from the Löwdin analysis, given in e for atoms 1 to 6:
1 C -0.086
2 H 0.111
3 H 0.005
4 C -0.490
5 Ce 0.156
6 O 0.137

---

(4)
Entry from the Open Molecules 2025 dataset: 2 unconnected molecules or ions with the total composition C4H11N2O (ωB97M-V with the def2-TZVPD basis set).

The geometry in XYZ format:
```
18
Properties=species:S:1:pos:R:3:forces:R:3
C 0.7648 -1.2458 0.8758 -0.4 0.0 6.9
H -3.5034 2.0336 1.2446 1.8 0.0 -0.6
N -0.8276 1.3825 -0.5142 2.1 1.8 -0.4
O 1.2849 0.0803 -0.9908 -0.3 0.7 0.7
H 1.9474 -3.1867 -0.6350 -0.1 -1.6 1.3
H -0.5626 2.3540 -0.7408 -0.5 -0.4 0.1
C 1.2892 -1.1897 -0.4144 2.8 -0.9 -2.8
H 0.8434 -0.2627 1.4717 -0.6 -1.1 -1.2
H 1.7768 0.2930 -1.7866 0.3 -0.8 -0.2
H -0.2047 -1.7405 1.0306 -0.1 0.6 -0.4
H 2.5138 -2.0906 -1.8936 -0.6 0.2 0.6
H -2.1024 0.1860 0.6058 0.5 1.5 -0.4
C -1.8043 1.2471 0.3076 -1.5 -2.3 1.1
H -2.3738 3.2114 0.5695 -0.3 -1.7 0.5
C 1.9588 -2.1992 -0.9376 0.6 1.7 -3.0
H 0.1267 0.8015 -0.6705 -1.6 -0.2 0.1
H 1.4178 -1.8792 1.6350 -1.0 0.9 -2.0
N -2.5448 2.2051 0.8430 -1.1 1.8 -0.4
```
Positions in Å, forces in eV/Å.

Summary:
- HOMO level (eV) = -12.7
- total charge = +1

Atom charges from the natural (NBO) analysis, given in e for atoms 1 to 6:
1 C -0.717
2 H 0.448
3 N -0.737
4 O -0.710
5 H 0.226
6 H 0.391

---

(5)
Entry from the Open Molecules 2025 dataset: a molecular structure, C12H18F6NO9Zn (ωB97M-V with the def2-TZVPD basis set).

The geometry in XYZ format:
```
47
Properties=species:S:1:pos:R:3:forces:R:3
C -3.7343 0.5518 -1.5737 0.2 0.2 -0.7
H 3.0247 0.0860 -4.3169 -0.2 0.1 -0.1
C 1.2165 2.3416 0.8150 -0.1 0.5 0.3
H 4.5678 -0.9577 -2.9166 0.1 0.0 0.1
O -1.4127 -5.1667 0.0904 0.0 0.1 -0.2
F 1.9117 -1.0143 3.6886 0.1 0.4 -0.2
C -3.6176 -1.2420 2.4269 -0.3 -0.3 -0.4
H -2.6993 -1.2479 3.0091 0.0 0.1 0.1
F -4.1775 -0.6458 -1.9547 0.0 0.0 0.0
H 1.7944 3.8234 -0.6672 0.1 0.0 0.2
O -2.7095 -0.3647 0.4433 -0.8 -0.2 -0.1
H 2.6413 2.2784 -0.7910 0.0 0.0 0.0
H 3.2868 0.3941 -0.4866 0.3 -0.4 0.4
H -3.6446 -2.1604 1.8316 0.0 0.0 0.1
H 0.1874 1.0952 2.6985 0.3 0.3 0.0
O -1.4004 0.1881 -1.2399 0.9 -0.8 -0.4
C 3.4519 -0.4933 -1.1025 -0.3 0.5 -0.9
H 1.9117 2.7437 1.5677 0.0 -0.3 0.1
H 2.6936 1.4105 -3.1621 -0.1 0.0 0.0
F -3.4238 1.2599 -2.6975 -0.2 -0.3 0.3
C 0.7259 0.3377 2.0954 -0.5 0.2 -0.7
C 1.6830 2.7419 -0.5521 -0.3 0.3 -0.7
O 1.1095 0.9410 0.8263 0.2 0.1 0.6
O 1.7742 -0.3947 -2.7465 0.0 0.3 -0.4
C 2.8921 0.3434 -3.2696 0.4 -0.3 0.3
Zn -0.6025 -1.1301 0.0496 -0.7 0.2 0.2
H 3.9436 -1.3132 -0.6011 -0.1 0.1 0.4
H -2.4636 1.5728 -0.2471 -0.3 0.0 0.2
C 2.0446 0.0218 2.8368 0.1 -0.4 0.4
H -4.5011 -1.2406 3.0676 0.1 0.1 0.2
O -0.0195 -0.7177 1.8709 0.0 -0.7 -0.1
H -3.3291 0.8494 1.9545 -0.3 0.0 0.0
F -4.7718 1.2079 -1.0077 -0.3 0.1 0.1
C 2.0359 -0.8452 -1.5214 0.5 0.0 0.0
H 0.2373 2.7954 1.0276 0.0 0.0 0.0
O -1.2239 -3.0264 -0.0887 0.3 -0.4 -0.2
O -3.1836 -3.9350 0.1223 0.3 0.1 -0.1
F 2.4388 1.0913 3.5760 0.1 0.0 0.0
N -1.9587 -4.0671 0.0362 -0.3 0.2 0.4
F 3.0774 -0.2746 2.0254 0.0 -0.1 0.0
H -4.6586 0.0689 1.0457 0.0 0.0 -0.1
H 4.8158 0.7244 -2.4014 0.2 -0.2 0.3
C 4.1053 -0.1003 -2.4275 -0.5 0.2 -0.5
H 0.9256 2.4425 -1.2834 0.2 -0.2 0.0
C -2.5229 0.5299 -0.6435 0.4 1.0 0.6
O 1.2216 -1.4269 -0.8672 0.0 -0.5 0.1
C -3.6634 -0.0762 1.4606 0.8 0.1 0.4
```
Positions in Å, forces in eV/Å.

Summary:
- HOMO level (eV) = -5.7
- total charge = -1

Atom charges from the natural (NBO) analysis, given in e for atoms 1 to 6:
1 C 0.923
2 H 0.192
3 C -0.062
4 H 0.206
5 O -0.480
6 F -0.323

---

(6)
Entry from the Open Molecules 2025 dataset: 6 unconnected molecules or ions with the total composition H12O6 (ωB97M-V with the def2-TZVPD basis set).

The geometry in XYZ format:
```
18
Properties=species:S:1:pos:R:3:forces:R:3
O -1.2037 1.6775 0.3806 -0.5 0.1 -1.1
H -1.6994 1.1897 1.0402 -0.6 -0.9 0.3
H -0.9725 -0.8359 1.7630 -1.2 0.5 0.9
H 2.0273 1.6574 -0.5933 -0.8 -0.3 0.5
O 1.5291 1.1391 0.0744 0.9 0.1 -0.3
H -0.7329 1.4115 -1.7956 0.3 -0.1 -0.5
H 1.6953 -1.4502 -2.0679 -1.1 0.5 1.7
H 1.5351 -0.3753 -0.8646 -0.4 -1.3 -0.4
H -0.2578 -2.1439 0.1788 0.6 -0.3 1.0
H -2.4811 -0.7943 2.3217 1.2 0.5 -0.2
O -0.0729 0.9508 -2.3518 -0.6 -1.2 1.4
O 1.1530 -1.2368 -1.2458 1.7 0.5 -1.1
H 1.0196 -1.9912 0.9649 0.4 0.1 -0.1
O -1.6706 -0.2435 2.1948 -0.1 -1.3 -0.4
H 0.5849 1.2170 -0.1344 0.1 0.2 -0.3
O 0.1084 -2.2493 1.0944 -1.2 0.3 -0.9
H -0.0281 0.0482 -1.8907 0.0 1.5 -1.2
H -0.5335 2.0292 0.9315 1.1 1.1 0.9
```
Positions in Å, forces in eV/Å.

Summary:
- HOMO level (eV) = -11.0
- SMILES = O.O.O.O.O.O

Atom charges from the natural (NBO) analysis, given in e for atoms 1 to 6:
1 O -0.978
2 H 0.510
3 H 0.513
4 H 0.491
5 O -0.973
6 H 0.482

---

Calculated largest force on an atom (eV Å⁻¹), listed in the same order as above: 1.65; 4.11; 1.56; 6.91; 1.22; 2.09
Calculated relative energy (zero: lowest compared OMol25 entry of this formula, charge and spin) (kcal/mol), listed in the same order as above: 14.8; 64.7; 1.9; 59.8; 0.0; 21.5